Entry from the OMol25 dataset: one molecule with the formula C5H7ClO in a non-equilibrium geometry (wB97M-V/def2-TZVPD).

XYZ file:
```
14
Properties=species:S:1:pos:R:3:forces:R:3
C -1.098534 -0.847727 -0.009365 -0.1 -2.7 -0.2
H -0.287789 1.056701 0.050319 0.8 -0.6 0.2
C -2.500260 -0.670485 -0.261611 -2.0 0.2 1.3
C -0.088325 -0.033534 0.134862 -0.2 1.7 -0.6
H 2.428483 -0.180595 -1.318640 -0.7 0.2 0.9
H -2.914241 -1.487193 -0.849127 -0.1 0.4 -0.4
C 2.231166 0.117002 -0.229898 1.2 0.5 -4.1
H 3.143811 -0.167640 0.163604 1.5 -1.2 1.8
O 1.149471 -0.550977 0.279836 -0.3 0.3 1.2
H -3.189876 0.896179 1.161993 0.0 -1.3 -1.0
C -3.398183 0.091816 0.395868 0.3 1.4 -0.1
H 2.367812 1.196149 -0.293677 -1.4 0.4 0.7
Cl -5.116619 0.187157 -0.059962 0.9 -0.4 0.2
H -0.839008 -1.933723 -0.066255 0.0 0.9 0.2
```
Forces are in eV/Å.

The SMILES is CO/C=C/C=C/Cl. The value obtained for the LUMO energy is 0.91 eV. The charge is 0. The largest force on an atom is 0.084 Eh/bohr. Its HOMO energy is -8.495 eV. The HOMO-LUMO gap comes out at 9.4 eV.



Entry from the OMol25 dataset: C5H7ClOS as an isolated structure in a non-equilibrium geometry (wB97M-V/def2-TZVPD).

XYZ file:
```
15
Properties=species:S:1:pos:R:3:forces:R:3
Cl -3.558888 0.263849 -0.096145 0.5 -0.6 0.3
H 2.460333 1.473691 -0.537529 -3.8 -1.0 2.0
H 1.193393 2.516669 1.507446 -1.2 -2.4 -0.4
H -1.815382 -0.571135 -1.572612 -0.3 0.8 2.1
H 0.037850 0.890665 1.819184 0.4 0.7 -0.4
C 0.764607 1.465457 1.216156 2.7 -1.0 -3.6
C -1.263818 -1.462086 0.264935 -0.6 -0.5 2.4
S 0.490867 -1.808265 0.076353 -0.4 0.4 -1.0
H 1.251611 -0.293012 -1.963773 0.5 -0.4 3.1
C -1.911679 -0.288375 -0.428179 2.0 0.4 -2.8
C 1.340799 0.873976 0.043164 3.4 3.1 0.5
O -1.764142 -2.152397 1.130774 -0.1 0.5 -1.2
C 1.397464 -0.431267 -0.770223 1.4 -1.6 1.0
H -1.180535 0.566109 -0.245801 -1.2 -0.9 -0.4
H 2.557519 -1.043882 -0.443751 -3.2 2.4 -1.6
```
Forces are in eV/Å.

The value obtained for the LUMO energy is 0.27 eV. The charge is 0. The largest force on an atom is 0.090 Eh/bohr. Its HOMO energy is -9.648 eV. The HOMO-LUMO gap comes out at 9.9 eV.



Entry from the OMol25 dataset: a 2-piece molecular cluster, C5H7ClS overall in a non-equilibrium geometry (wB97M-V/def2-TZVPD).

XYZ file:
```
14
Properties=species:S:1:pos:R:3:forces:R:3
H 0.913325 2.455831 0.163811 0.6 -0.3 -0.1
H -0.417219 0.483973 -1.806052 0.5 0.4 0.5
C 1.707097 1.701430 0.074771 0.2 -0.4 -1.0
Cl -0.315676 0.653926 1.812508 -1.3 -0.4 0.4
C 0.222603 -0.027796 -1.074698 -2.6 0.6 2.5
C 1.479361 0.521116 -0.506207 0.2 -1.7 -1.2
H 2.218021 -0.339486 -0.617308 -0.2 1.8 0.6
H 2.732201 1.917411 0.363185 -0.3 0.2 0.3
H -1.794973 -1.852928 1.752024 -0.1 0.2 -0.9
C -1.639207 -1.587444 0.683382 -0.7 0.1 0.0
H -1.546276 -2.499987 -0.009243 0.3 1.9 0.9
C -1.113218 -0.183412 0.487875 4.0 -1.2 -2.6
S -2.773855 -0.198774 0.071554 -0.5 -0.6 0.5
H 0.327816 -1.043859 -1.395600 0.0 -0.6 0.0
```
Forces are in eV/Å.

The value obtained for the LUMO energy is 0.53 eV. The charge is 0. The largest force on an atom is 0.095 Eh/bohr. Its HOMO energy is -8.539 eV. The HOMO-LUMO gap comes out at 9.1 eV.



ΔE to the lowest compared entry with this formula, charge and spin list, top to bottom, in kcal per mole: 48.9 90.3 69.7